Entry P
This record from the Open Molecules 2025 dataset describes the molecule CH6N4. The level of theory is the ωB97M-V functional and the def2-TZVPD basis.

Atoms and positions in Å:
N1 -2.153 -0.472 -0.212
N2 -1.260 0.681 -0.033
C1 -0.072 0.634 -0.146
N3 0.697 -0.373 -0.029
N4 2.117 -0.151 -0.185
H1 -1.913 -1.089 0.502
H2 -3.076 0.059 -0.063
H3 0.356 1.433 0.413
H4 0.354 -1.300 -0.313
H5 2.677 -0.382 0.656
H6 2.274 0.958 -0.591

Output
Structure (SMILES) = N/N=C\NN
2S+1 = 1
Orbital gap = 9.104 eV

***

Entry Q
This record from the Open Molecules 2025 dataset describes the molecule CH6N4. The level of theory is the ωB97M-V functional and the def2-TZVPD basis.

Atoms and positions in Å:
N1 2.176 -0.337 -0.059
N2 0.771 -0.521 -0.028
C1 0.143 0.545 0.105
N3 -1.229 0.539 0.164
N4 -1.754 -0.790 0.140
H1 2.515 0.882 -0.070
H2 2.644 -0.908 0.967
H3 0.615 1.508 -0.061
H4 -1.749 1.128 -0.492
H5 -2.771 -0.574 -0.002
H6 -1.361 -1.470 -0.665

Output
Structure (SMILES) = N/N=C/NN
2S+1 = 1
Orbital gap = 9.204 eV

***

Most stable pick: entry P. Distance to second place: 1.6 kcal/mol.

***

Entry P
This record from the Open Molecules 2025 dataset describes the molecule C19H22N2O3S. The level of theory is the ωB97M-V functional and the def2-TZVPD basis.

Atoms and positions in Å:
C1 0.340 5.518 -0.883
C2 0.247 4.049 -0.535
O1 -0.457 3.661 0.371
N1 0.996 3.196 -1.312
C3 1.651 3.695 -2.517
C4 2.282 2.586 -3.349
C5 1.282 1.441 -3.486
C6 1.076 0.904 -2.103
C7 1.027 -0.454 -1.838
C8 0.938 -0.901 -0.535
S1 0.697 -2.644 -0.223
O2 1.277 -2.985 1.037
O3 1.067 -3.399 -1.385
N2 -0.981 -2.766 -0.116
C9 -1.580 -1.881 0.814
C10 -2.073 -0.652 0.387
C11 -2.581 0.246 1.304
C12 -2.583 -0.082 2.648
C13 -2.116 -1.314 3.085
C14 -2.141 -1.649 4.546
C15 -1.619 -2.238 2.161
C16 -1.145 -3.586 2.602
C17 0.930 -0.015 0.523
C18 0.973 1.344 0.273
C19 1.013 1.816 -1.039
H1 -0.230 6.069 -0.140
H2 -0.083 5.717 -1.865
H3 1.372 5.860 -0.870
H4 2.422 4.419 -2.232
H5 0.910 4.213 -3.136
H6 2.559 2.992 -4.322
H7 3.185 2.212 -2.863
H8 1.659 0.660 -4.145
H9 0.344 1.817 -3.902
H10 1.064 -1.179 -2.636
H11 -1.354 -2.678 -1.051
H12 -2.047 -0.405 -0.666
H13 -2.948 1.205 0.976
H14 -2.959 0.630 3.369
H15 -2.453 -0.789 5.132
H16 -1.155 -1.965 4.882
H17 -2.836 -2.466 4.740
H18 -1.843 -4.025 3.313
H19 -0.169 -3.508 3.077
H20 -1.040 -4.242 1.743
H21 0.900 -0.397 1.530
H22 0.959 2.038 1.095

Output
Structure (SMILES) = CC(=O)N1CCCc2cc(S(=O)(=O)Nc3cccc(C)c3C)ccc21
2S+1 = 1
Orbital gap = 9.256 eV

***

Entry Q
This record from the Open Molecules 2025 dataset describes the molecule C19H22N2O3S. The level of theory is the ωB97M-V functional and the def2-TZVPD basis.

Atoms and positions in Å:
O1 -2.803 -1.847 -1.208
C1 -1.976 -0.954 -1.247
N1 -2.110 0.213 -0.572
C2 -3.203 0.454 0.339
C3 -2.783 0.327 1.805
C4 -1.778 1.418 2.211
N2 -1.383 1.449 3.603
C5 -2.441 1.773 4.540
C6 -1.801 2.052 5.902
O2 -1.071 0.939 6.361
C7 -0.068 0.588 5.436
C8 -0.665 0.275 4.063
C9 -0.757 -1.071 -2.062
C10 -0.455 -2.131 -2.878
C11 0.776 -1.981 -3.534
C12 1.414 -0.807 -3.217
S1 0.501 0.132 -2.092
C13 2.710 -0.487 -3.753
C14 3.351 0.735 -3.577
C15 4.620 0.939 -4.083
C16 5.264 -0.086 -4.759
C17 4.641 -1.307 -4.945
C18 3.357 -1.519 -4.458
O3 2.811 -2.752 -4.636
C19 1.403 -2.905 -4.530
H1 -1.373 0.898 -0.614
H2 -3.963 -0.297 0.108
H3 -3.613 1.451 0.150
H4 -3.678 0.407 2.424
H5 -2.345 -0.660 1.960
H6 -2.204 2.399 1.979
H7 -0.859 1.300 1.629
H8 -2.967 2.664 4.191
H9 -3.166 0.949 4.656
H10 -2.564 2.250 6.657
H11 -1.136 2.924 5.813
H12 0.437 -0.286 5.850
H13 0.650 1.415 5.334
H14 0.136 0.046 3.357
H15 -1.323 -0.606 4.157
H16 -1.113 -2.973 -2.986
H17 2.837 1.515 -3.035
H18 5.109 1.891 -3.945
H19 6.259 0.066 -5.148
H20 5.133 -2.112 -5.467
H21 0.952 -2.737 -5.524
H22 1.239 -3.951 -4.254

Output
Structure (SMILES) = O=C(NCCCN1CCOCC1)c1cc2c(s1)-c1ccccc1OC2
2S+1 = 1
Orbital gap = 7.948 eV

***

Most stable pick: entry P. Distance to second place: 20.3 kcal/mol.

***

Entry P
This record from the Open Molecules 2025 dataset describes C16H38BrF6NOPSSiZr as an isolated structure. The level of theory is the ωB97M-V functional and the def2-TZVPD basis.

Atoms and positions in Å:
Zr1 -1.239 0.305 -3.056
N1 0.895 0.228 -3.917
H1 0.943 0.101 -4.932
H2 1.413 -0.564 -3.526
H3 1.468 1.050 -3.716
F1 -3.135 -0.620 -2.881
P1 -2.720 -2.128 -3.836
F2 -3.993 -1.901 -4.649
F3 -2.040 -3.201 -4.677
F4 -3.292 -2.969 -2.697
F5 -1.258 -1.887 -2.913
F6 -1.916 -0.847 -4.780
O1 -2.001 2.066 -3.428
S1 -3.248 3.080 -3.258
C1 -2.433 4.673 -2.910
C2 -2.812 5.600 -4.068
C3 -2.835 4.734 -5.322
C4 -3.687 3.524 -4.957
H4 -1.367 4.437 -2.898
H5 -2.748 5.000 -1.921
H6 -2.091 6.413 -4.131
H7 -3.792 6.045 -3.890
H8 -1.828 4.423 -5.606
H9 -3.273 5.251 -6.175
H10 -3.585 2.630 -5.574
H11 -4.751 3.769 -4.884
C5 -0.631 1.210 5.398
C6 -0.863 0.334 6.644
C7 -2.081 -0.580 6.384
C8 -1.168 1.238 7.875
Si1 0.565 -0.699 7.322
Br1 -0.667 0.344 -0.638
C9 0.532 -2.454 7.991
C10 -0.446 -2.211 9.180
C11 1.804 -3.130 8.483
C12 -0.125 -3.302 6.878
C13 2.402 0.421 7.778
C14 3.485 -0.491 7.281
C15 2.115 0.426 9.260
C16 2.319 1.742 7.083
H12 -1.575 1.732 5.230
H13 -0.388 0.627 4.514
H14 0.118 1.977 5.573
H15 -2.923 0.089 6.194
H16 -2.364 -1.205 7.228
H17 -1.946 -1.203 5.501
H18 -2.035 1.848 7.609
H19 -0.364 1.929 8.126
H20 -1.448 0.673 8.768
H21 0.024 -1.691 10.016
H22 -0.735 -3.204 9.540
H23 -1.377 -1.708 8.913
H24 2.318 -2.579 9.269
H25 2.496 -3.350 7.671
H26 1.506 -4.086 8.920
H27 -1.138 -2.993 6.635
H28 -0.182 -4.324 7.263
H29 0.477 -3.340 5.968
H30 3.587 -1.409 7.847
H31 4.423 0.073 7.404
H32 3.419 -0.698 6.210
H33 2.089 -0.562 9.718
H34 1.252 1.026 9.552
H35 2.989 0.932 9.712
H36 2.434 1.666 6.003
H37 3.192 2.306 7.448
H38 1.451 2.340 7.347

Output
2S+1 = 2
Orbital gap (spin up / spin down) = 8.350 / 6.378 eV
Expectation value of S² = 0.75
Charge = +4

***

Entry Q
This record from the Open Molecules 2025 dataset describes C16H38BrF6NOPSSiZr as an isolated structure. The level of theory is the ωB97M-V functional and the def2-TZVPD basis.

Atoms and positions in Å:
Zr1 0.876 -3.507 -2.156
N1 -0.436 -4.929 -0.882
H1 -1.196 -5.415 -1.360
H2 -0.886 -4.421 -0.118
H3 0.125 -5.656 -0.432
F1 2.277 -4.220 -1.061
P1 4.021 -3.809 -2.805
F2 2.895 -4.778 -3.390
F3 4.768 -3.428 -4.054
F4 4.788 -4.985 -2.221
F5 4.430 -2.808 -1.729
F6 2.671 -2.652 -3.082
O1 -0.095 -3.858 -3.865
S1 -0.221 -4.800 -5.167
C1 -1.958 -5.242 -5.313
C2 -2.119 -5.296 -6.834
C3 -1.511 -4.003 -7.393
C4 -0.243 -3.662 -6.585
H4 -2.539 -4.433 -4.865
H5 -2.130 -6.186 -4.801
H6 -3.177 -5.388 -7.074
H7 -1.624 -6.179 -7.242
H8 -2.221 -3.181 -7.318
H9 -1.252 -4.121 -8.443
H10 -0.236 -2.656 -6.165
H11 0.688 -3.833 -7.123
C5 2.428 2.627 1.390
C6 1.310 3.626 1.760
C7 0.958 4.476 0.545
C8 1.732 4.525 2.964
Si1 -0.028 2.654 2.647
Br1 0.223 -1.442 -0.916
C9 -2.091 3.344 2.248
C10 -1.840 4.668 2.927
C11 -3.036 2.420 2.947
C12 -2.204 3.343 0.752
C13 0.128 1.518 4.154
C14 -0.718 0.243 4.053
C15 -0.292 2.391 5.361
C16 1.614 1.123 4.303
H12 3.231 3.216 0.938
H13 2.103 1.901 0.644
H14 2.852 2.108 2.245
H15 1.871 4.994 0.241
H16 0.221 5.251 0.753
H17 0.631 3.874 -0.301
H18 2.621 5.070 2.628
H19 2.033 3.972 3.856
H20 0.986 5.273 3.233
H21 -1.644 4.597 4.000
H22 -2.801 5.208 2.845
H23 -1.107 5.300 2.428
H24 -2.893 2.355 4.022
H25 -3.088 1.431 2.494
H26 -4.029 2.875 2.802
H27 -1.557 4.058 0.255
H28 -3.241 3.645 0.538
H29 -2.095 2.349 0.314
H30 -1.788 0.430 4.070
H31 -0.486 -0.364 4.931
H32 -0.469 -0.352 3.173
H33 -1.341 2.681 5.352
H34 0.328 3.282 5.484
H35 -0.143 1.778 6.255
H36 1.959 0.473 3.500
H37 1.676 0.555 5.235
H38 2.291 1.969 4.408

Output
2S+1 = 2
Orbital gap (spin up / spin down) = 8.166 / 6.329 eV
Expectation value of S² = 0.75
Charge = +4

***

Most stable pick: entry P. Distance to second place: 23.8 kcal/mol.

***

Entry P
This record from the Open Molecules 2025 dataset describes the molecule C17H16N2O3S2. The level of theory is the ωB97M-V functional and the def2-TZVPD basis.

Atoms and positions in Å:
C1 0.205 -3.371 -5.279
C2 -0.271 -2.445 -4.223
C3 -0.287 -2.658 -2.823
C4 -0.828 -1.499 -2.317
C5 -1.102 -1.073 -0.978
C6 -0.794 -1.731 0.188
C7 -1.169 -1.004 1.328
C8 -1.753 0.189 1.015
S1 -2.319 1.477 2.107
O1 -3.019 2.424 1.298
O2 -2.984 0.853 3.209
N1 -0.974 2.236 2.715
C9 -0.223 1.509 3.717
C10 1.217 1.169 3.284
C11 1.362 1.059 1.796
C12 2.131 0.081 1.184
C13 2.276 0.068 -0.193
C14 1.655 1.035 -0.966
C15 0.870 2.003 -0.364
C16 0.719 2.017 1.014
C17 -0.190 2.968 1.739
S2 -1.883 0.447 -0.672
O3 -1.104 -0.669 -3.340
N2 -0.757 -1.263 -4.503
H1 1.252 -3.622 -5.115
H2 -0.373 -4.293 -5.256
H3 0.094 -2.900 -6.251
H4 0.040 -3.523 -2.287
H5 -0.312 -2.690 0.220
H6 -1.024 -1.341 2.337
H7 -0.794 0.607 3.936
H8 -0.197 2.114 4.631
H9 1.878 1.974 3.620
H10 1.542 0.251 3.774
H11 2.622 -0.669 1.788
H12 2.876 -0.696 -0.663
H13 1.770 1.028 -2.039
H14 0.367 2.747 -0.964
H15 -0.896 3.450 1.063
H16 0.380 3.739 2.269

Output
Structure (SMILES) = Cc1cc(-c2ccc(S(=O)(=O)N3CCc4ccccc4C3)s2)on1
2S+1 = 1
Orbital gap = 8.270 eV

***

Entry Q
This record from the Open Molecules 2025 dataset describes the molecule C17H16N2O3S2. The level of theory is the ωB97M-V functional and the def2-TZVPD basis.

Atoms and positions in Å:
C1 -2.108 4.856 0.329
C2 -1.087 5.117 -0.774
O1 -1.070 4.096 -1.753
C3 -0.479 2.905 -1.484
C4 -0.631 1.932 -2.487
C5 -0.072 0.683 -2.373
C6 0.662 0.375 -1.232
N1 1.259 -0.821 -0.958
C7 1.822 -0.832 0.186
N2 2.439 -1.887 0.789
C8 2.416 -3.232 0.473
O2 2.922 -4.012 1.247
C9 1.760 -3.648 -0.817
C10 0.297 -4.086 -0.602
C11 -0.650 -2.903 -0.480
O3 -1.279 -2.496 -1.433
C12 -0.782 -2.286 0.832
C13 -0.267 -2.630 2.059
C14 -0.627 -1.727 3.072
C15 -1.415 -0.714 2.610
S1 -1.741 -0.838 0.936
S2 1.726 0.699 1.101
C16 0.804 1.351 -0.226
C17 0.247 2.612 -0.336
H1 -3.098 4.746 -0.106
H2 -2.118 5.691 1.024
H3 -1.870 3.945 0.873
H4 -0.085 5.269 -0.354
H5 -1.364 6.017 -1.330
H6 -1.209 2.201 -3.356
H7 -0.204 -0.069 -3.133
H8 2.883 -1.686 1.679
H9 1.796 -2.844 -1.548
H10 2.317 -4.513 -1.182
H11 -0.017 -4.650 -1.481
H12 0.230 -4.729 0.276
H13 0.344 -3.496 2.234
H14 -0.317 -1.823 4.097
H15 -1.825 0.104 3.170
H16 0.388 3.324 0.460

Output
Structure (SMILES) = CCOc1ccc2nc(NC(=O)CCC(=O)c3cccs3)sc2c1
2S+1 = 1
Orbital gap = 8.108 eV

***

Most stable pick: entry Q. Distance to second place: 54.2 kcal/mol.

***

Entry P
This record from the Open Molecules 2025 dataset describes a 2-piece molecular cluster, H3N2O2S overall. The level of theory is the ωB97M-V functional and the def2-TZVPD basis.

Atoms and positions in Å:
N1 -0.842 2.017 0.610
N2 -0.322 -1.249 -0.475
O1 1.706 0.190 -1.263
O2 1.670 -0.463 1.054
S1 0.913 0.061 -0.055
H1 -1.496 1.371 1.084
H2 -0.747 -0.954 0.382
H3 -0.882 -0.973 -1.338

Output
2S+1 = 1
Orbital gap (spin up / spin down) = 7.111 / 7.091 eV
Charge = -1

***

Entry Q
This record from the Open Molecules 2025 dataset describes a 2-piece molecular cluster, H3N2O2S overall. The level of theory is the ωB97M-V functional and the def2-TZVPD basis.

Atoms and positions in Å:
N1 -1.080 -0.175 0.519
N2 -0.310 0.765 0.052
O1 2.166 0.703 0.378
O2 0.990 -1.448 -0.169
S1 1.291 0.006 -0.548
H1 -0.814 -1.152 0.185
H2 -1.531 -0.109 1.431
H3 -0.713 1.411 -1.849

Output
2S+1 = 1
Orbital gap (spin up / spin down) = 7.128 / 8.090 eV
Charge = -1

***

Most stable pick: entry Q. Distance to second place: 3.2 kcal/mol.

***

Entry P
This record from the Open Molecules 2025 dataset describes a 2-piece molecular cluster, C4H13NOS2 overall. The level of theory is the ωB97M-V functional and the def2-TZVPD basis.

Atoms and positions in Å:
C1 2.277 1.007 -1.345
C2 1.663 0.183 -0.149
N1 0.206 0.017 -0.049
C3 -0.331 0.348 1.310
C4 -1.370 -0.782 1.607
S1 -3.180 -0.499 1.439
S2 -3.861 0.623 2.849
H1 1.529 1.508 -1.970
H2 2.818 0.291 -1.988
H3 2.938 1.819 -0.875
H4 2.216 0.415 0.747
H5 2.011 -0.869 -0.477
H6 -0.349 0.431 -0.827
H7 0.501 0.407 1.988
H8 -0.832 1.304 1.394
H9 -1.211 -1.606 0.903
H10 -1.050 -1.180 2.634
H11 -4.020 1.989 2.861
O1 -0.191 -2.143 -3.438
H12 0.184 -1.454 -4.056
H13 0.053 -1.808 -2.559

Output
Structure (SMILES) = CCNCCSS.O
2S+1 = 1
Orbital gap = 9.174 eV

***

Entry Q
This record from the Open Molecules 2025 dataset describes a 2-piece molecular cluster, C4H13NOS2 overall. The level of theory is the ωB97M-V functional and the def2-TZVPD basis.

Atoms and positions in Å:
C1 -1.830 -0.882 2.072
C2 -0.543 -0.084 1.851
S1 -0.696 0.664 0.166
S2 1.259 0.699 -0.453
C3 1.496 -0.776 -1.481
C4 0.583 -0.871 -2.719
N1 1.142 -0.174 -3.895
H1 -2.494 -0.348 2.748
H2 -2.368 -1.292 1.236
H3 -1.602 -1.845 2.545
H4 -0.478 0.676 2.627
H5 0.368 -0.682 1.869
H6 2.525 -0.658 -1.754
H7 1.502 -1.646 -0.844
H8 0.441 -1.922 -2.949
H9 -0.307 -0.328 -2.455
H10 1.809 -0.788 -4.347
H11 1.650 0.650 -3.587
O1 -0.846 2.839 3.097
H12 -0.020 3.311 3.201
H13 -1.590 3.460 3.073

Output
Structure (SMILES) = CCSSCCN.O
2S+1 = 1
Orbital gap = 9.142 eV

***

Most stable pick: entry Q. Distance to second place: 40.2 kcal/mol.

***

Entry P
This record from the Open Molecules 2025 dataset describes the molecule C16H23NO3. The level of theory is the ωB97M-V functional and the def2-TZVPD basis.

Atoms and positions in Å:
C1 4.777 -0.670 4.391
O1 3.753 0.242 4.077
C2 2.744 -0.167 3.263
C3 2.641 -1.430 2.689
C4 1.561 -1.719 1.877
C5 0.588 -0.767 1.596
C6 -0.500 -1.156 0.657
O2 -1.238 -2.089 0.862
C7 -0.516 -0.378 -0.649
C8 0.438 -1.093 -1.618
C9 0.382 -0.394 -2.971
C10 -1.055 -0.344 -3.481
N1 -1.889 0.368 -2.529
C11 -3.223 0.663 -3.031
C12 -3.746 1.932 -2.348
O3 -2.797 2.963 -2.436
C13 -1.917 -0.336 -1.259
C14 0.668 0.496 2.193
C15 -0.403 1.531 2.009
C16 1.744 0.773 3.017
H1 4.386 -1.548 4.916
H2 5.318 -0.992 3.496
H3 5.458 -0.133 5.049
H4 3.382 -2.193 2.871
H5 1.471 -2.701 1.436
H6 -0.149 0.638 -0.494
H7 1.455 -1.080 -1.220
H8 0.125 -2.134 -1.726
H9 1.007 -0.921 -3.694
H10 0.759 0.626 -2.870
H11 -1.086 0.188 -4.435
H12 -1.421 -1.373 -3.648
H13 -3.146 0.860 -4.103
H14 -3.929 -0.168 -2.880
H15 -4.656 2.283 -2.840
H16 -3.984 1.728 -1.293
H17 -1.935 2.534 -2.327
H18 -2.591 0.188 -0.578
H19 -2.289 -1.368 -1.373
H20 -0.569 2.062 2.944
H21 -0.104 2.267 1.263
H22 -1.339 1.077 1.696
H23 1.826 1.735 3.499

Output
Structure (SMILES) = COc1ccc(C(=O)[C@H]2CCCN(CCO)C2)c(C)c1
2S+1 = 1
Orbital gap = 9.459 eV

***

Entry Q
This record from the Open Molecules 2025 dataset describes C16H23NO3 as an isolated structure. The level of theory is the ωB97M-V functional and the def2-TZVPD basis.

Atoms and positions in Å:
C1 -4.749 0.060 -2.426
C2 -3.953 0.367 -1.223
C3 -4.327 1.548 -0.470
C4 -3.780 1.688 0.726
C5 -2.775 0.744 1.046
C6 -2.469 -0.265 0.465
C7 -3.156 -0.565 -0.615
H1 -2.798 -1.258 -1.515
O1 -1.444 -0.900 0.821
C8 -0.880 -2.076 0.162
C9 0.190 -2.448 0.953
H2 -0.204 -2.879 1.812
C10 1.406 -1.823 0.998
C11 2.100 -1.263 -0.170
O2 1.862 -2.004 -1.351
N1 2.905 -0.365 -0.060
C12 3.268 0.359 1.009
H3 2.346 1.143 1.214
C13 4.591 1.460 0.630
O3 4.337 2.231 -0.321
C14 3.579 1.595 -1.590
H4 3.972 2.032 -2.274
C15 3.603 0.194 -1.370
H5 2.967 -0.294 -2.076
H6 4.629 -0.144 -1.726
H7 2.676 1.999 -1.478
H8 5.361 0.495 0.581
H9 4.715 2.182 1.506
H10 3.310 -0.117 1.966
H11 2.158 -2.073 1.884
H12 0.986 -0.607 1.472
H13 0.576 -3.536 0.246
H14 -1.687 -2.734 0.068
H15 -0.600 -1.836 -0.843
C16 -2.115 1.130 2.488
H16 -2.037 0.508 3.148
H17 -2.526 2.020 2.852
H18 -1.044 1.479 2.552
H19 -4.158 2.612 1.366
H20 -5.408 2.227 -0.672
H21 -3.995 -0.175 -3.147
H22 -5.608 0.939 -2.561
H23 -5.484 -0.896 -2.379

Output
2S+1 = 1
Orbital gap = 8.752 eV

***

Most stable pick: entry P. Distance to second place: 323.9 kcal/mol.